Below is C3H8N2OS in the gas phase at a distorted geometry, with properties calculated with ωB97M-V with the def2-TZVPD basis set.

The SMILES is N/N=C(/CO)CS. The energy comes out at -19102.20151 eV. The value obtained for the energy above the lowest of the compared OMol25 structures with the same formula, charge and spin is 2.301 eV. The calculation puts the largest force on an atom at 1.82 eV Å⁻¹.

Last columns: bonded neighbours and bond lengths (Å).
Positions of all 15 atoms, in Å:
1 S 0.59 -1.01 1.61  C5 1.808, H11 1.334
2 O -0.25 2.37 0.57  C6 1.413, H9 0.945
3 N 0.69 -1.43 -1.84  N4 1.413, H12 0.997, H14 1.007
4 N 0.20 -0.11 -1.69  N3 1.413, C7 1.288
5 C -0.82 -0.73 0.52  S1 1.808, C7 1.519, H8 1.101, H10 1.074
6 C -0.83 1.63 -0.48  O2 1.413, C7 1.493, H13 1.112, H15 1.094
7 C -0.43 0.20 -0.61  N4 1.288, C5 1.519, C6 1.493
8 H -1.64 -0.30 1.13  C5 1.101
9 H 0.55 2.80 0.29  O2 0.945
10 H -1.20 -1.68 0.18  C5 1.074
11 H 1.03 0.24 1.57  S1 1.334
12 H 1.03 -1.80 -0.98  N3 0.997
13 H -0.55 2.04 -1.48  C6 1.112
14 H 1.42 -1.48 -2.53  N3 1.007
15 H -1.92 1.70 -0.35  C6 1.094

natural (NBO) atomic charges, in units of e:
1. S -0.0348
2. O -0.7210
3. N -0.6586
4. N -0.2251
5. C -0.5993
6. C -0.1040
7. C 0.1651
8. H 0.2303
9. H 0.4756
10. H 0.2433
11. H 0.1369
12. H 0.3546
13. H 0.1920
14. H 0.3667
15. H 0.1785